{
  "formula": "CH5NO2S",
  "method": "ωB97M-V/def2-TZVPD",
  "symbols": ["C", "N", "O", "O", "S", "H", "H", "H", "H", "H"],
  "xyz": [[-0.024, 0.953, -1.261], [-0.879, 0.364, -0.291], [-1.097, -0.844, 2.008], [0.730, -1.655, 0.702], [-0.257, -0.291, 0.941], [1.026, 1.399, -1.005], [0.185, 0.129, -2.025], [-0.613, 1.793, -1.893], [0.185, -2.178, 1.216], [0.745, 0.331, 1.607]],
  "atomic_forces_ev_per_a": [[1.028, 1.240, -3.864], [0.795, -0.799, 3.181], [0.031, 1.243, -1.456], [0.790, 3.543, -2.260], [-0.508, -1.745, 0.503], [-1.940, -0.731, 0.199], [0.001, 1.206, 0.694], [1.295, -1.851, 1.725], [-1.505, -2.840, 1.853], [0.014, 0.734, -0.576]],
  "largest_force_ev_per_a": 4.3,
  "relative_energy_kcal_mol": 86.9,
  "total_energy_ha": -644.405835
}